Entry 1:
# C22H16BIN2O4Sr

C22H16BIN2O4Sr as an isolated structure at a distorted geometry (ωB97M-V/def2-TZVPD, OMol25).

```
! wB97M-V def2-TZVPD RIJCOSX def2/J DEFGRID3
* xyz -2 1
Sr 1.01739 1.49080 -1.69936
C 3.70140 -0.20855 -0.40164
C 3.54965 -1.11681 0.65805
C 3.21506 -2.37131 0.10425
C 3.11297 -2.22459 -1.28180
C 3.44093 -0.89083 -1.60618
H 4.05962 0.81212 -0.31005
H 3.71353 -0.90913 1.70948
H 3.03250 -3.27715 0.66976
H 2.85328 -2.99996 -1.99147
H 3.57600 -0.49861 -2.60751
O 1.32693 4.98356 0.47560
C 1.08300 3.87048 0.01075
O 0.88504 3.58414 -1.21357
C 0.95248 2.72103 1.00623
C 0.82784 3.04274 2.37379
C 0.62407 2.04036 3.27428
C 0.52374 0.70491 2.82658
C 0.22430 -0.36948 3.68691
C 0.02005 -1.62199 3.16956
C 0.14671 -1.85211 1.79349
C 0.53725 -0.84888 0.94365
C 0.68917 0.46659 1.43463
N 0.91036 1.48369 0.56407
H 0.88160 4.08375 2.65502
H 0.50241 2.25469 4.33089
H 0.11389 -0.17618 4.74860
H -0.24225 -2.44105 3.82923
H -0.01181 -2.84664 1.39982
H 0.62878 -1.03241 -0.12085
N -1.41986 4.37249 -2.82189
C -2.48351 4.64057 -3.19629
H -0.50062 4.14190 -2.44924
I 1.95029 2.36654 -4.65114
O -1.90676 0.29471 -0.98000
B -1.04787 0.17429 -2.13556
O -1.51602 -1.00249 -2.81094
C -2.55894 -1.51887 -2.11949
C -3.32983 -2.63017 -2.39216
C -4.35928 -2.93478 -1.50017
C -4.59692 -2.14795 -0.38142
C -3.81561 -1.02370 -0.11027
C -2.79931 -0.72523 -0.99369
H -3.13442 -3.24151 -3.26388
H -4.98445 -3.80102 -1.68443
H -5.40224 -2.40998 0.29522
H -3.99057 -0.40798 0.76317
*
```

Computed properties:
gap between HOMO and LUMO	0.209	hartree
E	-1611.8399	Ha

Entry 2:
# C22H16Br2ClF11IN2O5S

An isolated ion of composition C22H16Br2ClF11IN2O5S and charge +1 at a distorted geometry (ωB97M-V/def2-TZVPD, OMol25).

```
! wB97M-V def2-TZVPD RIJCOSX def2/J DEFGRID3
* xyz 1 1
C 1.34401 -0.53397 2.12775
C 0.65306 -0.56389 0.77730
C -0.72214 -0.11781 0.56325
C -1.55537 0.46070 1.58651
Cl -0.98242 0.77241 3.23013
C -2.89402 0.84205 1.36743
C -3.72634 1.41084 2.53663
F -3.74725 0.56949 3.60367
F -5.04949 1.57908 2.26382
C -3.23299 2.88173 2.97902
F -2.89866 2.80202 4.28289
F -4.21661 3.77350 2.87022
F -2.18450 3.30104 2.26522
C -3.42517 0.68816 0.03825
C -4.86002 1.11046 -0.35109
C -5.09775 2.65271 -0.38937
C -4.00505 3.48362 -1.09452
F -2.83292 3.56608 -0.38343
Br -4.70478 5.34102 -1.08441
C -3.72948 3.10460 -2.62206
F -4.62347 2.24428 -3.13411
F -2.44576 2.67809 -2.75373
Br -3.82370 4.70446 -3.77703
C -2.62849 0.17148 -0.99294
F -3.20636 0.11297 -2.19006
C -1.29601 -0.25382 -0.75650
C -0.47945 -0.82905 -1.81408
I -1.15957 -1.17318 -3.81313
C 0.82424 -1.18410 -1.53017
N 1.60631 -1.74522 -2.57412
C 1.42950 -3.10058 -2.90967
O 1.32715 -3.55101 -4.00317
F 1.31900 -3.97497 -1.86490
C 2.16968 -0.86300 -3.51349
O 2.16711 0.31376 -3.29795
F 2.69326 -1.28180 -4.66692
N 1.36623 -1.03682 -0.24959
C 2.78506 -1.44727 -0.12008
C 2.93028 -2.94621 0.36250
C 4.12600 -2.99362 1.38000
C 5.47642 -2.57973 0.68856
S 6.09449 -0.99977 1.28975
O 5.58920 0.11734 0.52089
O 5.86157 -0.80808 2.69069
O 7.69027 -1.05923 1.04823
H 2.30269 -1.05323 2.21075
H 0.67124 -1.06160 2.83317
H 1.45561 0.51028 2.46074
H -5.16596 0.71322 -1.33335
H -5.52575 0.58993 0.36432
H -5.28124 3.11972 0.59092
H -6.02803 2.81426 -0.97022
H 3.36905 -1.24132 -1.03255
H 3.31854 -0.84502 0.63644
H 2.03229 -3.22959 0.93695
H 3.19436 -3.63908 -0.44891
H 4.24086 -3.97806 1.85805
H 3.96625 -2.26333 2.20209
H 5.33674 -2.48250 -0.40308
H 6.23181 -3.34988 0.91788
H 7.95644 -0.24254 0.59057
*
```

Computed properties:
gap between HOMO and LUMO	0.249	hartree
E	-8736.0034	Ha

Entry 3:
# C22H16ClIN2O4PdS

C22H16ClIN2O4PdS as an isolated structure (ωB97M-V/def2-TZVPD, OMol25).

```
! wB97M-V def2-TZVPD RIJCOSX def2/J DEFGRID3
* xyz -2 1
Pd -0.45958 -0.18052 0.31883
O -2.00914 4.37443 0.06618
C -1.59443 3.19869 -0.01846
O -0.63824 2.64805 0.55543
C -2.39114 2.30784 -1.00639
C -3.44457 2.86109 -1.73254
C -4.12825 2.07616 -2.64311
C -3.73854 0.75408 -2.80788
C -2.68625 0.28173 -2.04129
N -2.03037 1.03266 -1.15908
H -3.68092 3.89967 -1.55063
H -4.95205 2.48492 -3.21875
H -4.23915 0.09653 -3.50773
H -2.35544 -0.74727 -2.12409
Cl 5.98342 -0.75360 -3.52360
C 4.56656 -1.29010 -2.62643
C 4.31273 -2.62908 -2.53105
C 3.20845 -3.08176 -1.81769
I 2.86558 -5.14506 -1.65579
C 2.27572 -2.24184 -1.14727
O 1.32419 -2.66881 -0.46838
C 2.56795 -0.79240 -1.29672
N 1.71611 0.07903 -0.70672
C 1.96073 1.37240 -0.76622
C 3.07472 1.90003 -1.43280
C 3.94258 1.05239 -2.05975
C 3.71492 -0.33887 -2.01126
H 4.97920 -3.33660 -3.00705
H 1.23485 2.02101 -0.28166
H 3.22676 2.97197 -1.45133
H 4.80743 1.42862 -2.59004
C 0.04826 -3.26087 2.43474
S -0.16093 -1.46379 2.31425
O -0.56625 -1.01736 3.68803
C -1.70477 -1.53827 1.35012
C -2.88601 -1.02037 1.91475
C -4.10601 -1.27084 1.31444
C -4.19441 -2.06714 0.17367
C -3.03907 -2.63161 -0.35634
C -1.79691 -2.39807 0.22048
H -0.88256 -3.69037 2.80748
H 0.86546 -3.42349 3.13732
H 0.31621 -3.64358 1.45134
H -2.79622 -0.40384 2.79962
H -5.00668 -0.83176 1.73060
H -5.15706 -2.25109 -0.28963
H -3.10118 -3.26480 -1.23593
H -0.90344 -2.86575 -0.17078
*
```

Computed properties:
gap between HOMO and LUMO	0.170	hartree
E	-2542.4270	Ha

Entry 4:
# C22H16IrN4

C22H16IrN4 as an isolated structure (ωB97M-V/def2-TZVPD, OMol25).

```
! wB97M-V def2-TZVPD RIJCOSX def2/J DEFGRID3
* xyz 3 1
Ir -0.24066 -0.23897 0.00091
C 4.19610 -0.65462 -0.01020
C 2.83828 -0.92455 -0.00729
N 1.85529 0.00364 -0.00330
C 2.28769 1.29879 -0.00203
C 3.64219 1.67099 -0.00468
C 4.61814 0.65014 -0.00899
C 4.00452 3.03785 -0.00309
C 3.03941 4.00368 0.00105
C 1.67229 3.64240 0.00390
C 0.65227 4.61919 0.00839
C -0.65290 4.19814 0.01089
C -0.92400 2.84059 0.00888
N 0.00337 1.85671 0.00455
C 1.29895 2.28823 0.00231
H 4.89637 -1.47802 -0.01337
H 2.56069 -1.94866 -0.00846
H 5.67223 0.90323 -0.01114
H 5.05354 3.30562 -0.00518
H 3.30801 5.05249 0.00234
H 0.90618 5.67308 0.00977
H -1.47573 4.89910 0.01442
H -1.94830 2.56403 0.01118
C -4.62358 0.26650 -0.01015
C -5.06914 -1.04017 -0.00876
C -4.11761 -2.04908 -0.00546
C -2.77684 -1.74797 -0.00274
N -2.32309 -0.46676 -0.00351
C -3.26872 0.49578 -0.00744
C -1.74758 -2.77604 0.00119
C -2.04724 -4.11705 0.00291
C -1.03735 -5.06758 0.00803
C 0.26899 -4.62074 0.01127
C 0.49685 -3.26572 0.00912
N -0.46682 -2.32110 0.00403
H -5.30686 1.10374 -0.01312
H -6.12638 -1.27229 -0.01063
H -4.43319 -3.08088 -0.00473
H -2.95129 1.50530 -0.00866
H -3.07870 -4.43370 0.00058
H -1.26841 -6.12506 0.00956
H 1.10691 -5.30319 0.01550
H 1.50611 -2.94707 0.01217
*
```

Computed properties:
gap between HOMO and LUMO	0.168	hartree
E	-1170.2756	Ha

Entry 5:
# C22H16NO4

A 2-piece molecular cluster, C22H16NO4 overall at a distorted geometry (ωB97M-V/def2-TZVPD, OMol25).

```
! wB97M-V def2-TZVPD RIJCOSX def2/J DEFGRID3
* xyz -1 1
O -0.68994 -0.33245 3.03151
N -0.57898 -1.17026 2.17459
O -1.58467 -2.09138 2.26848
C -2.72736 -1.57512 1.50379
C -3.90458 -2.64149 1.27504
C -5.24142 -1.85965 1.69321
C -5.62600 -0.66004 0.74136
C -6.88494 0.17412 1.04736
C -7.71135 -0.20631 2.30573
C -7.37103 -1.35783 3.27668
C -6.09694 -2.19968 2.93918
H -2.38365 -1.19636 0.46589
H -3.12973 -0.63347 2.04408
H -3.83004 -3.54318 1.97219
H -5.00124 -0.40601 -0.18729
H -7.18438 1.02663 0.33589
H -8.63999 0.43200 2.51219
H -8.00451 -1.56688 4.19825
H -5.77052 -3.07285 3.60098
C 5.68346 0.36565 -4.77074
C 6.74962 0.58068 -3.90021
C 6.51040 0.81413 -2.55076
C 5.20143 0.84521 -2.06908
C 4.13329 0.65410 -2.94507
C 4.37744 0.40265 -4.29586
C 2.73679 0.73362 -2.45590
O 1.80393 0.56301 -3.22129
C 2.49418 1.03189 -1.02692
C 1.18493 1.16684 -0.56236
C 0.94713 1.43415 0.78173
C 2.01454 1.55816 1.66783
C 3.32046 1.42993 1.20865
C 3.56356 1.17609 -0.14189
C 4.95766 1.07686 -0.62664
O 5.89409 1.18963 0.14749
H 5.87126 0.17437 -5.82244
H 7.76837 0.56412 -4.27402
H 7.34509 0.97584 -1.87624
H 3.55066 0.23982 -4.97963
H 0.34838 1.06806 -1.24661
H -0.07082 1.54361 1.13984
H 1.82764 1.75939 2.71752
H 4.14776 1.53242 1.90348
*
```

Computed properties:
gap between HOMO and LUMO	0.110	hartree
E	-1203.4039	Ha

Entry 6:
# C22H17AsBN2O4ReS5

C22H17AsBN2O4ReS5 as an isolated structure at a distorted geometry (ωB97M-V/def2-TZVPD, OMol25).

```
! wB97M-V def2-TZVPD RIJCOSX def2/J DEFGRID3
* xyz 2 1
Re 13.16199 6.43217 13.20191
C 9.88179 -0.62529 13.06856
C 10.71552 0.57443 13.56034
C 11.19150 1.48996 12.62223
C 11.92983 2.55802 13.02746
C 12.16775 2.69260 14.39678
C 11.68386 1.86742 15.40104
C 10.92036 0.77348 14.91556
S 12.91200 4.11865 14.90534
O 13.78783 4.58566 13.74052
O 13.50154 4.12656 16.15468
N 11.75238 5.52298 14.91026
C 11.92335 6.24353 16.14534
C 11.13056 6.12311 17.21329
C 11.58475 6.66156 18.44749
C 12.83117 7.24435 18.58166
C 13.61949 7.42483 17.43552
C 14.74497 8.26622 17.40597
C 15.48592 8.37592 16.26800
C 14.99288 7.84968 15.07047
N 13.84834 7.18911 15.01507
C 13.14136 7.00114 16.17841
H 10.23778 -1.59552 13.23813
H 9.55573 -0.45598 12.01271
H 8.94613 -0.58458 13.61768
H 11.09271 1.37254 11.60573
H 12.33897 3.24032 12.28651
H 11.97577 2.03161 16.48475
H 10.55667 -0.01503 15.60352
H 10.21493 5.52077 17.25180
H 11.02307 6.41430 19.34278
H 13.13330 7.61887 19.53461
H 14.96755 8.67615 18.35338
H 16.39551 8.87694 16.41085
H 15.58203 7.93702 14.12375
S 11.26641 8.45237 10.73071
As 12.97719 7.45716 9.82029
S 11.47630 7.77694 12.71767
S 13.97233 6.00646 11.17607
S 13.81704 7.93758 8.00448
O 10.28805 4.95498 13.02369
B 10.39665 5.44745 14.26775
O 9.18159 5.80494 14.83381
C 8.23289 5.38930 13.84024
C 6.84638 5.55546 13.90692
C 6.16493 5.25887 12.71497
C 6.87689 4.82739 11.61305
C 8.25869 4.60231 11.61098
C 8.92193 4.88956 12.79889
H 6.32825 5.89687 14.79265
H 5.08138 5.17265 12.73428
H 6.30904 4.56399 10.75259
H 8.74598 4.24067 10.73475
*
```

Computed properties:
gap between HOMO and LUMO (spin up / spin down)	0.228 / 0.227	hartree
E	-5588.4094	Ha